The following is a quantum chemistry calculation of a structure of composition C38H42N4P2PdSe2Si2, from the Open Molecules 2025 dataset.

```
! wB97M-V def2-TZVPD RIJCOSX def2/J DEFGRID3
* xyz -2 1
Pd -1.691 -0.171 -0.702
Se 5.766 -0.830 -2.257
P 4.227 -1.004 -0.809
C 4.516 -2.543 0.132
C 3.522 -3.508 0.227
C 3.795 -4.737 0.815
C 5.056 -5.007 1.318
C 6.057 -4.048 1.219
C 5.793 -2.833 0.614
C 4.325 0.433 0.308
C 3.436 1.487 0.125
C 3.480 2.597 0.958
C 4.422 2.666 1.972
C 5.338 1.632 2.136
C 5.296 0.527 1.302
C 2.526 -1.033 -1.362
C 1.215 -1.001 -0.829
N 0.397 -0.918 -1.897
N 1.121 -0.908 -3.000
N 2.400 -0.976 -2.707
P 0.245 -0.929 0.722
Se -1.619 -2.023 0.935
C 0.245 0.812 1.316
C 0.311 1.177 2.656
C 0.167 2.508 3.031
C -0.067 3.482 2.072
C -0.175 3.125 0.733
C -0.025 1.799 0.360
C 1.379 -1.719 1.992
C 2.516 -1.080 2.477
C 3.350 -1.694 3.401
C 3.044 -2.960 3.877
C 1.898 -3.597 3.425
C 1.078 -2.982 2.490
H 2.537 -3.306 -0.171
H 3.009 -5.479 0.881
H 5.264 -5.966 1.779
H 7.053 -4.259 1.590
H 6.597 -2.124 0.460
H 2.684 1.430 -0.651
H 2.753 3.387 0.824
H 4.444 3.521 2.636
H 6.082 1.684 2.921
H 6.011 -0.273 1.441
H 0.462 0.424 3.419
H 0.225 2.777 4.079
H -0.196 4.517 2.369
H -0.419 3.863 -0.020
H -0.196 1.508 -0.682
H 2.756 -0.081 2.146
H 4.239 -1.177 3.744
H 3.693 -3.447 4.595
H 1.645 -4.586 3.790
H 0.181 -3.479 2.138
C -4.213 1.143 1.489
Si -4.698 0.496 -0.226
C -5.088 -1.348 -0.065
C -6.445 1.226 -0.528
C -3.519 0.910 -1.575
C -3.019 2.252 -1.702
C -3.635 3.372 -1.055
C -3.187 4.651 -1.260
C -2.117 4.888 -2.129
C -1.566 3.763 -2.726
N -1.964 2.517 -2.529
Si -3.263 -0.280 -3.004
C -3.025 -2.155 -2.830
C -4.965 -0.254 -3.906
C -2.084 0.256 -4.363
H -4.766 0.600 2.262
H -4.424 2.206 1.614
H -3.146 0.981 1.662
H -5.186 -1.599 0.995
H -4.308 -1.984 -0.473
H -6.032 -1.585 -0.562
H -7.145 0.937 0.263
H -6.826 0.836 -1.476
H -6.449 2.317 -0.600
H -4.488 3.210 -0.414
H -3.679 5.477 -0.755
H -1.734 5.880 -2.330
H -0.720 3.873 -3.404
H -3.905 -2.638 -2.403
H -2.148 -2.445 -2.252
H -2.905 -2.531 -3.852
H -5.758 -0.647 -3.261
H -4.959 -0.846 -4.828
H -5.227 0.778 -4.157
H -1.035 0.195 -4.071
H -2.294 1.281 -4.667
H -2.249 -0.412 -5.216
*
```

Results
ΔE to the lowest compared entry with this formula, charge and spin, kJ/mol: 0.0
LUMO, Eh: 0.148
Energy, hartree: -7884.8332

=====

The following is a quantum chemistry calculation of the molecule C21H32N4O2S, from the Open Molecules 2025 dataset.

```
! wB97M-V def2-TZVPD RIJCOSX def2/J DEFGRID3
* xyz 0 1
C 3.077 -8.250 -1.107
C 2.751 -6.765 -1.206
C 1.515 -6.524 -2.073
C 1.155 -5.045 -2.267
N 0.057 -4.610 -1.415
C -0.522 -3.371 -1.891
C 0.309 -4.645 0.007
C 1.453 -3.770 0.563
N 1.164 -2.358 0.510
C 1.904 -1.489 -0.218
O 2.891 -1.827 -0.844
C 1.424 -0.076 -0.186
C 2.370 0.943 -0.264
C 1.976 2.264 -0.236
C 0.629 2.594 -0.151
C -0.334 1.578 -0.124
C 0.074 0.251 -0.132
N -1.697 1.875 -0.161
C -2.313 3.033 0.204
O -3.486 3.214 -0.028
C -1.423 3.984 0.981
N -2.033 5.160 1.406
C -2.534 6.026 0.352
C -3.458 7.085 0.940
C -2.723 7.901 1.996
C -2.171 6.952 3.054
C -1.278 5.905 2.399
S 0.128 4.272 -0.133
H 3.962 -8.408 -0.494
H 3.266 -8.667 -2.094
H 2.248 -8.795 -0.660
H 2.597 -6.366 -0.202
H 3.601 -6.236 -1.644
H 1.706 -6.966 -3.053
H 0.652 -7.039 -1.649
H 0.803 -4.904 -3.293
H 2.050 -4.415 -2.146
H -0.979 -3.553 -2.865
H 0.208 -2.558 -2.004
H -1.306 -3.054 -1.203
H 0.526 -5.680 0.278
H -0.623 -4.365 0.510
H 2.366 -3.918 -0.016
H 1.641 -4.064 1.602
H 0.375 -2.022 1.039
H 3.412 0.677 -0.341
H 2.702 3.060 -0.287
H -0.686 -0.519 -0.141
H -2.305 1.179 -0.575
H -1.000 3.445 1.836
H -3.084 5.417 -0.364
H -1.688 6.507 -0.168
H -3.821 7.729 0.138
H -4.315 6.585 1.394
H -3.398 8.626 2.454
H -1.901 8.449 1.531
H -1.595 7.500 3.802
H -2.998 6.447 3.556
H -0.911 5.204 3.154
H -0.408 6.394 1.932
*
```

Results
ΔE to the lowest compared entry with this formula, charge and spin, kJ/mol: 0.0
LUMO, Eh: 0.018
Energy, hartree: -1587.1380

=====

The following is a quantum chemistry calculation of a structure of composition C6H12InO2 in a non-equilibrium geometry, from the Open Molecules 2025 dataset.

```
! wB97M-V def2-TZVPD RIJCOSX def2/J DEFGRID3
* xyz 4 2
In -4.722 -4.034 -34.339
C -5.411 -7.441 -38.144
C -5.105 -7.408 -36.645
O -4.693 -6.417 -36.118
C -5.199 -8.736 -35.937
H -4.643 -7.944 -38.731
H -5.463 -6.411 -38.496
H -6.368 -7.852 -38.466
H -4.649 -9.371 -36.631
H -6.225 -9.080 -35.806
H -4.791 -8.608 -34.934
C -7.224 -1.593 -30.585
C -5.997 -2.460 -30.704
O -5.564 -2.812 -31.799
C -5.235 -2.702 -29.464
H -7.640 -1.742 -29.589
H -8.025 -1.903 -31.256
H -7.011 -0.552 -30.829
H -4.946 -1.698 -29.151
H -4.305 -3.263 -29.561
H -5.831 -3.216 -28.710
*
```

Results
LUMO (alpha / beta), Eh: -0.694 / -0.868
Energy, hartree: -574.3018

=====

The following is a quantum chemistry calculation of the molecule C3HCl2N3 in a non-equilibrium geometry, from the Open Molecules 2025 dataset.

```
! wB97M-V def2-TZVPD RIJCOSX def2/J DEFGRID3
* xyz 0 1
Cl -2.235 1.584 -0.099
C -0.824 0.687 0.065
N 0.410 1.225 0.015
C 1.470 0.418 -0.006
N 1.498 -0.865 -0.174
N 0.317 -1.466 -0.116
C -0.803 -0.731 0.131
Cl -2.321 -1.748 -0.024
H 2.488 0.896 0.207
*
```

Results
ΔE to the lowest compared entry with this formula, charge and spin, kJ/mol: 63.3
LUMO, Eh: -0.028
Energy, hartree: -1199.5143

=====

The following is a quantum chemistry calculation of a structure of composition C4H4Br3N3 in a non-equilibrium geometry, from the Open Molecules 2025 dataset.

```
! wB97M-V def2-TZVPD RIJCOSX def2/J DEFGRID3
* xyz 0 1
C -1.867 -0.074 0.117
C -1.826 1.261 0.165
C -0.575 -0.833 -0.218
C 2.090 -0.372 0.034
N -0.687 2.004 -0.071
N 0.433 1.466 -0.078
N 0.569 0.148 -0.137
Br 2.471 -1.808 -1.299
Br 3.255 1.160 -0.343
Br 2.359 -1.102 1.789
H -2.637 -0.790 0.341
H -2.800 1.679 0.348
H -0.265 -1.558 0.537
H -0.519 -1.181 -1.185
*
```

Results
ΔE to the lowest compared entry with this formula, charge and spin, kJ/mol: 174.5
LUMO, Eh: -0.015
Energy, hartree: -8040.9937

=====

The following is a quantum chemistry calculation of a structure of composition C20H22AlBrN3OP2, from the Open Molecules 2025 dataset.

```
! wB97M-V def2-TZVPD RIJCOSX def2/J DEFGRID3
* xyz 1 1
Al -0.404 0.866 0.086
C 1.734 -1.669 2.119
P 1.539 -0.729 0.572
C 3.180 0.011 0.325
C 1.392 -2.030 -0.695
C 2.471 -2.853 -1.007
C 2.344 -3.859 -1.950
C 1.129 -4.056 -2.593
C 0.046 -3.247 -2.291
C 0.164 -2.229 -1.347
P -1.251 -1.161 -0.945
C -2.236 -2.054 0.291
C -2.289 -1.069 -2.421
H 2.560 -2.376 2.032
H 0.822 -2.225 2.339
H 1.936 -0.982 2.941
H 3.979 -0.709 0.493
H 3.299 0.838 1.026
H 3.243 0.397 -0.691
H 3.424 -2.711 -0.511
H 3.191 -4.488 -2.185
H 1.026 -4.840 -3.330
H -0.893 -3.412 -2.803
H -2.535 -3.031 -0.088
H -3.121 -1.461 0.525
H -1.658 -2.183 1.206
H -2.676 -2.048 -2.699
H -1.715 -0.652 -3.248
H -3.120 -0.400 -2.202
Br -2.694 2.790 6.004
C -2.051 2.243 4.317
C -1.362 1.047 4.205
C -0.886 0.663 2.959
C -1.090 1.435 1.809
C -1.806 2.628 1.969
C -2.277 3.040 3.207
H -1.198 0.429 5.077
H -0.347 -0.275 2.898
H -2.015 3.259 1.114
H -2.821 3.969 3.307
N 1.923 3.428 -1.949
C 0.766 2.856 -1.632
O 0.811 1.796 -0.876
C -0.461 3.355 -2.097
C -0.547 4.509 -2.911
N -0.512 5.446 -3.579
C -1.532 2.588 -1.630
N -2.199 1.795 -1.106
H 2.773 3.091 -1.533
H 1.944 4.270 -2.503
*
```

Results
ΔE to the lowest compared entry with this formula, charge and spin, kJ/mol: 8.5
LUMO, Eh: -0.102
Energy, hartree: -4513.9026

=====

The following is a quantum chemistry calculation of the molecule C19H23N5O6 in a non-equilibrium geometry, from the Open Molecules 2025 dataset.

```
! wB97M-V def2-TZVPD RIJCOSX def2/J DEFGRID3
* xyz 0 1
C -6.369 -2.372 1.442
C -6.324 -1.760 0.055
O -5.510 -0.585 0.109
C -5.364 0.082 -1.039
O -5.888 -0.222 -2.074
C -4.463 1.239 -0.837
N -4.689 2.467 -1.345
N -3.756 3.255 -0.981
N -2.898 2.597 -0.220
C -1.707 3.195 0.300
C -0.487 2.352 -0.097
O -0.546 1.522 -0.979
N 0.624 2.645 0.615
C 1.910 2.014 0.592
O 2.745 2.429 1.357
N 2.006 1.018 -0.301
C 3.105 0.185 -0.553
C 2.934 -0.822 -1.500
C 3.982 -1.674 -1.791
C 5.199 -1.530 -1.147
C 5.378 -0.531 -0.200
C 6.709 -0.334 0.468
C 7.545 0.687 -0.306
C 4.326 0.326 0.094
C -3.286 1.302 -0.095
C -2.501 0.319 0.668
O -1.753 0.634 1.567
O -2.711 -0.915 0.243
C -1.963 -1.956 0.876
C -0.543 -2.025 0.333
H -6.973 -3.274 1.424
H -6.802 -1.669 2.148
H -5.364 -2.621 1.773
H -7.325 -1.479 -0.292
H -5.891 -2.451 -0.676
H -1.766 3.261 1.391
H -1.630 4.196 -0.134
H 0.570 3.351 1.339
H 1.176 0.834 -0.862
H 1.984 -0.930 -2.002
H 3.848 -2.454 -2.525
H 6.014 -2.199 -1.381
H 6.560 0.025 1.488
H 7.247 -1.283 0.512
H 7.710 0.346 -1.326
H 7.030 1.644 -0.344
H 8.510 0.830 0.173
H 4.454 1.105 0.827
H -1.951 -1.779 1.956
H -2.516 -2.870 0.651
H 0.005 -1.126 0.604
H -0.032 -2.886 0.753
H -0.562 -2.114 -0.750
*
```

Results
ΔE to the lowest compared entry with this formula, charge and spin, kJ/mol: 0.0
LUMO, Eh: 0.005
Energy, hartree: -1463.1056

=====

The following is a quantum chemistry calculation of a cluster of 2 separate species, C11H16N3 in total in a non-equilibrium geometry, from the Open Molecules 2025 dataset.

```
! wB97M-V def2-TZVPD RIJCOSX def2/J DEFGRID3
* xyz 1 1
C 1.720 0.343 -2.618
C 2.630 -0.650 -2.594
C 1.470 -1.860 -0.808
C 0.505 -0.780 -0.766
C 0.652 0.240 -1.676
C 2.495 -1.736 -1.750
C -0.552 -0.559 0.220
C -3.814 1.334 0.079
C -2.914 1.799 1.126
C -2.339 1.773 -0.304
C -1.295 0.863 -0.701
N -0.402 1.116 -1.594
N 3.329 -2.790 -1.802
N 1.880 -0.331 1.900
H 1.577 1.144 -3.342
H 3.428 -0.700 -3.386
H 1.414 -2.746 -0.166
H -1.236 -1.314 0.281
H -0.131 -0.376 1.106
H -4.045 0.288 -0.155
H -4.398 2.062 -0.289
H -2.894 2.806 1.531
H -2.463 1.168 1.814
H -2.261 2.741 -0.942
H -0.511 1.791 -2.433
H 4.050 -2.762 -2.547
H 3.163 -3.719 -1.384
H 1.244 -0.420 2.642
H 2.635 0.373 2.231
H 2.321 -1.228 1.857
*
```

Results
ΔE to the lowest compared entry with this formula, charge and spin, kJ/mol: 248.7
LUMO (alpha / beta), Eh: -0.128 / -0.128
Energy, hartree: -592.6911

=====

The following is a quantum chemistry calculation of the ion C3H8NO2 with charge -1 in a non-equilibrium geometry, from the Open Molecules 2025 dataset.

```
! wB97M-V def2-TZVPD RIJCOSX def2/J DEFGRID3
* xyz -1 1
C 0.964 -1.101 -0.112
C 0.180 0.260 -0.079
C -0.203 0.555 1.363
O 0.633 1.267 -0.762
N -1.270 -0.151 -0.763
O -1.545 0.884 -1.659
H 0.345 -1.815 0.353
H 1.945 -1.147 0.574
H 1.444 -1.199 -1.102
H -0.893 1.540 1.472
H 0.758 0.927 1.692
H -0.736 -0.273 1.711
H -0.993 -1.007 -1.188
H -0.628 1.260 -1.500
*
```

Results
ΔE to the lowest compared entry with this formula, charge and spin, kJ/mol: 408.2
LUMO, Eh: 0.159
Energy, hartree: -324.2599

=====

The following is a quantum chemistry calculation of a structure of composition C29H40AsAuBrN5OSSi, from the Open Molecules 2025 dataset.

```
! wB97M-V def2-TZVPD RIJCOSX def2/J DEFGRID3
* xyz 2 1
Au -0.300 0.559 -0.369
S 1.993 2.501 6.692
N 0.586 2.614 5.918
C 0.798 2.173 4.686
C -0.212 2.097 3.647
C -1.515 2.557 3.848
C -2.409 2.511 2.806
C -2.005 1.941 1.608
N -0.781 1.446 1.423
C 0.150 1.562 2.407
C 1.562 1.189 2.147
N 1.860 0.792 0.907
C 3.109 0.486 0.608
C 4.143 0.551 1.543
C 3.849 0.953 2.826
C 2.532 1.292 3.146
C 2.124 1.768 4.453
N 2.910 1.901 5.512
H -1.787 2.966 4.812
H -3.416 2.890 2.901
H -2.675 1.894 0.762
H 3.301 0.177 -0.412
H 5.153 0.297 1.255
H 4.614 1.024 3.587
C -0.009 -1.679 2.275
Si -0.811 -1.707 0.594
C 0.110 -2.988 -0.459
C -0.521 -3.196 -1.834
C 0.127 -4.348 0.274
C 1.575 -2.544 -0.595
C -2.687 -1.912 0.719
C -2.959 -3.397 1.027
C -3.400 -1.513 -0.581
C -3.287 -1.101 1.869
H -0.165 -2.667 2.717
H -0.453 -0.952 2.951
H 1.063 -1.500 2.230
H -1.518 -3.631 -1.754
H 0.078 -3.899 -2.421
H -0.611 -2.259 -2.375
H -0.843 -4.834 0.300
H 0.507 -4.277 1.293
H 0.805 -5.011 -0.271
H 1.667 -1.596 -1.127
H 2.135 -3.303 -1.148
H 2.062 -2.445 0.376
H -2.771 -4.039 0.168
H -4.017 -3.504 1.278
H -2.388 -3.772 1.878
H -3.107 -2.134 -1.427
H -3.206 -0.470 -0.846
H -4.481 -1.622 -0.460
H -2.882 -1.387 2.841
H -4.365 -1.280 1.903
H -3.150 -0.037 1.735
C 1.309 1.048 -4.812
As 0.596 -0.432 -3.835
C -0.936 -1.046 -4.795
C 1.929 -1.793 -3.863
O 0.207 0.042 -2.269
H 1.700 0.660 -5.752
H 2.111 1.515 -4.244
H 0.525 1.771 -5.023
H -0.653 -1.176 -5.839
H -1.726 -0.299 -4.721
H -1.282 -1.992 -4.385
H 2.144 -2.029 -4.906
H 1.557 -2.677 -3.354
H 2.834 -1.434 -3.377
Br 0.862 6.473 0.714
C 0.525 5.173 -0.593
C 0.616 5.467 -1.943
C 0.344 4.451 -2.845
C 0.007 3.198 -2.368
N -0.073 2.911 -1.068
C 0.178 3.891 -0.200
H 0.885 6.460 -2.276
H 0.388 4.635 -3.910
H -0.232 2.385 -3.035
H 0.109 3.661 0.854
*
```

Results
ΔE to the lowest compared entry with this formula, charge and spin, kJ/mol: 11.3
LUMO, Eh: -0.228
Energy, hartree: -7110.7883

=====

The following is a quantum chemistry calculation of a structure of composition C4H6O2, from the Open Molecules 2025 dataset.

```
! wB97M-V def2-TZVPD RIJCOSX def2/J DEFGRID3
* xyz 0 1
C -0.284 0.609 -1.209
C -0.532 0.141 0.222
C -0.034 -1.282 0.498
O 1.192 -0.747 1.076
C 0.685 0.524 1.050
O 1.163 1.517 1.503
H 0.743 0.350 -1.492
H -0.962 0.136 -1.926
H -0.387 1.696 -1.275
H -1.512 0.426 0.615
H 0.153 -1.908 -0.378
H -0.574 -1.846 1.262
*
```

Results
ΔE to the lowest compared entry with this formula, charge and spin, kJ/mol: 67.3
LUMO, Eh: 0.033
Energy, hartree: -306.4807